P:
This record from the OMol25 dataset describes a 4-piece molecular cluster, C4H13NO3 overall. The level of theory is the ωB97M-V functional and the def2-TZVPD basis.

Last columns: bonded neighbours and bond lengths (Å).
Geometry (Å):
1 O -2.527 -1.503 0.109  H14 0.962
2 O -0.334 -1.365 -1.380  H16 0.987, H17 0.957
3 O 1.843 1.291 -0.533  C5 1.233
4 N -2.031 1.023 -0.246  C6 1.380, H15 1.082, H19 1.020
5 C 2.751 0.478 -0.348  O3 1.233, C8 1.402, H13 1.112
6 C -0.714 1.311 0.050  N4 1.380, C7 1.532, H10 1.152, H12 1.090
7 C -0.324 0.446 1.252  C6 1.532, H18 1.084, H20 1.089, H21 1.094
8 C 2.732 -0.755 0.321  C5 1.402, H9 1.074, H11 1.092
9 H 3.665 -1.255 0.503  C8 1.074
10 H -0.160 0.929 -0.885  C6 1.152
11 H 1.769 -1.231 0.516  C8 1.092
12 H -0.481 2.364 0.210  C6 1.090
13 H 3.726 0.695 -0.837  C5 1.112
14 H -2.980 -1.544 0.956  O1 0.962
15 H -2.250 -0.031 -0.142  N4 1.082
16 H -1.163 -1.573 -0.887  O2 0.987
17 H -0.418 -1.570 -2.312  O2 0.957
18 H 0.747 0.289 1.297  C7 1.084
19 H -2.458 1.491 -1.045  N4 1.020
20 H -0.844 -0.511 1.245  C7 1.089
21 H -0.549 1.020 2.156  C7 1.094

The net charge is 0. The calculation puts the orbital gap at 3.77 eV.

Löwdin population analysis, charges in e, atoms 1 to 2:
1 O -0.37
2 O -0.09



Q:
This record from the OMol25 dataset describes a 2-piece molecular cluster, C4H13NO3 overall. The level of theory is the ωB97M-V functional and the def2-TZVPD basis.

Last columns: bonded neighbours and bond lengths (Å).
Geometry (Å):
1 O 2.031 -0.841 0.574  C7 1.410, H21 0.961
2 O -1.517 0.947 1.137  C5 1.438, H14 0.966
3 O 0.280 -4.656 -0.650  H11 0.956, H13 0.949
4 N 1.274 2.000 0.937  C6 1.469, H16 1.022, H19 1.013
5 C -0.866 1.544 0.002  O2 1.438, C6 1.557, C8 1.524, H20 1.089
6 C 0.630 1.117 -0.045  N4 1.469, C5 1.557, C7 1.535, H12 1.096
7 C 0.780 -0.404 0.092  O1 1.410, C6 1.535, H10 1.097, H17 1.098
8 C -1.697 1.138 -1.210  C5 1.524, H9 1.095, H15 1.090, H18 1.088
9 H -2.557 0.505 -0.968  C8 1.095
10 H 0.606 -0.888 -0.877  C7 1.097
11 H -0.578 -4.944 -0.340  O3 0.956
12 H 0.955 1.370 -1.061  C6 1.096
13 H 0.877 -5.386 -0.752  O3 0.949
14 H -1.472 1.585 1.860  O2 0.966
15 H -2.167 1.992 -1.699  C8 1.090
16 H 1.137 1.622 1.877  N4 1.022
17 H 0.046 -0.793 0.811  C7 1.098
18 H -1.242 0.666 -2.078  C8 1.088
19 H 2.282 1.973 0.842  N4 1.013
20 H -0.813 2.630 0.075  C5 1.089
21 H 2.012 -1.179 1.474  O1 0.961

Its SMILES is C[C@@H](O)[C@@H](N)CO.O. The net charge is 0. The calculation puts the orbital gap at 10.11 eV.

Löwdin population analysis, charges in e, atoms 1 to 2:
1 O -0.07
2 O -0.05



R:
This record from the OMol25 dataset describes a 3-piece molecular cluster, C4H13NO3 overall. The level of theory is the ωB97M-V functional and the def2-TZVPD basis.

Last columns: bonded neighbours and bond lengths (Å).
Geometry (Å):
1 O -2.149 0.565 -2.404  C7 1.202
2 O 1.105 1.413 -4.339  H9 0.960, H12 0.966
3 O -0.312 0.232 4.790  H10 0.961, H15 0.961
4 N 1.911 -0.019 1.409  C5 1.447, H14 1.007, H21 1.007
5 C 1.057 -0.751 0.498  N4 1.447, C8 1.527, H13 1.093, H17 1.094
6 C -1.204 -0.808 -0.636  C7 1.504, C8 1.527, H11 1.093, H20 1.103
7 C -2.283 -0.116 -1.422  O1 1.202, C6 1.504, H19 1.115
8 C 0.018 0.042 -0.292  C5 1.527, C6 1.527, H16 1.078, H18 1.081
9 H 1.115 1.205 -5.276  O2 0.960
10 H -0.405 -0.129 5.676  O3 0.961
11 H -1.664 -1.198 0.276  C6 1.093
12 H 0.230 1.175 -4.005  O2 0.966
13 H 0.606 -1.571 1.061  C5 1.093
14 H 1.436 0.275 2.246  N4 1.007
15 H 0.310 0.962 4.840  O3 0.961
16 H -0.218 0.969 0.206  C8 1.078
17 H 1.691 -1.347 -0.166  C5 1.094
18 H 0.476 0.343 -1.223  C8 1.081
19 H -3.305 -0.258 -0.998  C7 1.115
20 H -0.850 -1.695 -1.190  C6 1.103
21 H 2.435 0.709 0.951  N4 1.007

Its SMILES is NCCCC=O.O.O. The net charge is 0. The calculation puts the orbital gap at 9.79 eV.

Löwdin population analysis, charges in e, atoms 1 to 2:
1 O 0.05
2 O -0.06



S:
This record from the OMol25 dataset describes a 2-piece molecular cluster, C4H13NO3 overall. The level of theory is the ωB97M-V functional and the def2-TZVPD basis.

Last columns: bonded neighbours and bond lengths (Å).
Geometry (Å):
1 O -0.989 -1.856 1.905  C8 1.450, H16 0.968
2 O -2.251 2.137 0.611  H9 0.966, H20 0.972
3 O 2.240 -1.270 -0.378  C6 1.410, H18 0.970
4 N -0.165 0.673 -0.719  C5 1.460, C7 1.467, H15 1.008
5 C 0.101 -0.398 0.237  N4 1.460, C6 1.525, C8 1.525, H14 1.093
6 C 0.861 -1.568 -0.377  O3 1.410, C5 1.525, H11 1.099, H13 1.088
7 C 0.870 1.706 -0.843  N4 1.467, H10 1.087, H19 1.090, H21 1.096
8 C -1.209 -0.899 0.838  O1 1.450, C5 1.525, H12 1.079, H17 1.087
9 H -1.513 2.543 1.083  O2 0.966
10 H 0.935 2.012 -1.884  C7 1.087
11 H 0.614 -2.490 0.166  C6 1.099
12 H -1.786 -0.096 1.267  C8 1.079
13 H 0.443 -1.772 -1.361  C6 1.088
14 H 0.692 0.092 1.015  C5 1.093
15 H -0.406 0.330 -1.635  N4 1.008
16 H -0.091 -1.756 2.255  O1 0.968
17 H -1.736 -1.472 0.079  C8 1.087
18 H 2.753 -1.755 -1.043  O3 0.970
19 H 0.620 2.583 -0.248  C7 1.090
20 H -1.855 1.973 -0.262  O2 0.972
21 H 1.872 1.284 -0.706  C7 1.096

Its SMILES is CNC(CO)CO.O. The net charge is 0. The calculation puts the orbital gap at 9.64 eV.

Löwdin population analysis, charges in e, atoms 1 to 2:
1 O -0.09
2 O -0.08



It is R that is most stable; the runner-up trails by 5.8 kcal/mol.